Entry from the OMol25 dataset: a 7-piece molecular cluster, C33H63ClN4O18S7 overall at a distorted geometry (ωB97M-V/def2-TZVPD).

LUMO energy: -0.0657 hartree
SMILES: CCCCNc1c(Cl)cc(-c2cccnc2)c2nsnc12.CCOS(C)(=O)=O.CCOS(C)(=O)=O.CCOS(C)(=O)=O.CCOS(C)(=O)=O.CCOS(C)(=O)=O.CCOS(C)(=O)=O
Kohn-Sham gap: 6.1 eV
Energy relative to the best compared isomer or geometry (same formula, charge and spin): 418.8 kcal per mole
Electronic energy: -6115.3312 hartree
Strongest force on any atom: 6.12 eV Å⁻¹
HOMO level: -7.8805 eV
Molar mass: 1063.799 g/mol

Geometry as ORCA input:
```
! wB97M-V def2-TZVPD RIJCOSX def2/J DEFGRID3
* xyz 0 1
C 4.886 2.447 2.520
C 4.510 3.962 2.004
C 4.327 5.048 3.222
C 2.816 5.089 3.880
N 1.919 5.845 2.921
C 0.502 5.299 2.907
C 0.063 3.759 2.545
Cl 1.327 2.473 2.101
C -1.525 3.318 2.535
C -2.777 4.340 2.877
C -4.332 3.817 2.806
C -5.555 4.539 3.690
C -7.016 3.817 3.370
C -7.268 2.550 2.381
N -6.130 1.955 1.625
C -4.799 2.591 1.841
C -2.357 5.901 3.247
N -3.303 7.065 3.606
S -2.317 8.482 3.875
N -0.687 7.826 3.584
C -0.750 6.350 3.254
H 4.127 1.706 1.983
H 4.741 2.325 3.698
H 5.966 2.083 2.174
H 3.580 4.015 1.282
H 5.442 4.328 1.356
H 4.530 6.120 2.739
H 5.188 4.910 4.035
H 2.404 4.044 4.213
H 2.918 5.730 4.882
H 1.823 6.813 3.354
H -1.818 2.192 2.270
H -5.395 5.442 4.417
H -7.969 4.263 3.924
H -8.355 2.098 2.212
H -3.911 2.119 1.193
O -10.343 4.842 4.641
S -11.627 5.015 4.002
O -12.324 6.284 4.002
O -12.645 3.858 4.537
C -12.893 3.767 5.937
C -13.760 4.914 6.426
C -11.503 4.467 2.317
H -11.949 3.722 6.489
H -13.418 2.824 6.113
H -13.250 5.874 6.313
H -14.009 4.791 7.484
H -14.686 4.971 5.846
H -11.012 3.495 2.290
H -10.907 5.205 1.775
H -12.504 4.415 1.885
O 3.854 1.048 -2.537
S 3.113 0.279 -1.564
O 3.745 -0.724 -0.731
O 1.815 -0.387 -2.292
C 2.029 -1.242 -3.412
C 2.619 -2.576 -2.992
C 2.243 1.399 -0.495
H 2.663 -0.746 -4.154
H 1.056 -1.414 -3.879
H 3.617 -2.453 -2.564
H 2.705 -3.251 -3.848
H 1.996 -3.049 -2.226
H 1.729 2.146 -1.099
H 2.983 1.880 0.148
H 1.538 0.833 0.116
O 2.746 -5.456 -4.064
S 2.613 -6.894 -4.034
O 1.577 -7.556 -3.269
O 4.054 -7.551 -3.642
C 4.660 -7.170 -2.410
C 3.935 -7.771 -1.220
C 2.520 -7.493 -5.703
H 4.711 -6.079 -2.332
H 5.688 -7.542 -2.426
H 2.916 -7.386 -1.138
H 4.456 -7.538 -0.287
H 3.861 -8.859 -1.323
H 3.313 -7.036 -6.294
H 1.544 -7.208 -6.100
H 2.611 -8.581 -5.696
O -1.026 -4.072 -6.233
S -1.172 -5.291 -5.471
O -0.835 -6.588 -6.020
O -2.683 -5.357 -4.860
C -3.783 -5.306 -5.764
C -3.922 -6.598 -6.548
C -0.297 -5.111 -3.936
H -3.686 -4.445 -6.434
H -4.686 -5.152 -5.167
H -3.059 -6.765 -7.198
H -4.815 -6.577 -7.179
H -3.986 -7.455 -5.870
H -0.560 -4.155 -3.483
H 0.771 -5.139 -4.161
H -0.557 -5.943 -3.279
O 9.714 3.304 -2.789
S 9.744 2.239 -3.765
O 9.384 2.453 -5.151
O 8.892 0.971 -3.193
C 7.524 1.173 -2.849
C 6.657 1.343 -4.084
C 11.351 1.484 -3.735
H 7.422 2.030 -2.175
H 7.193 0.287 -2.301
H 6.923 2.247 -4.636
H 5.600 1.417 -3.812
H 6.790 0.498 -4.767
H 11.633 1.280 -2.702
H 12.054 2.190 -4.183
H 11.325 0.566 -4.324
O 2.215 -1.706 4.109
S 1.694 -2.018 2.798
O 0.606 -1.271 2.202
O 1.334 -3.608 2.735
C 0.405 -4.130 3.679
C -1.014 -3.682 3.374
C 3.039 -2.029 1.638
H 0.697 -3.851 4.697
H 0.455 -5.221 3.615
H -1.120 -2.600 3.476
H -1.727 -4.153 4.057
H -1.285 -3.937 2.345
H 3.862 -2.615 2.048
H 3.353 -0.993 1.491
H 2.691 -2.446 0.692
*
```

Löwdin population analysis, charges in e, atoms 1 to 99: C -0.146; C -0.278; C -0.208; C -0.236; N -0.038; C -0.097; C -0.436; Cl 0.650; C -0.005; C -0.083; C -0.108; C 0.025; C -0.037; C -0.109; N -0.033; C -0.087; C -0.155; N -0.316; S 0.867; N -0.310; C -0.140; H 0.032; H 0.094; H 0.087; H 0.081; H 0.113; H 0.117; H 0.122; H 0.109; H 0.130; H 0.117; H 0.106; H 0.086; H 0.068; H 0.104; H 0.104; O -0.299; S 0.624; O -0.286; O -0.266; C -0.272; C -0.079; C -0.119; H 0.117; H 0.123; H 0.068; H 0.082; H 0.087; H 0.066; H 0.080; H 0.076; O -0.282; S 0.645; O -0.311; O -0.254; C -0.257; C -0.079; C -0.184; H 0.120; H 0.125; H 0.071; H 0.057; H 0.086; H 0.085; H 0.014; H 0.031; O -0.309; S 0.637; O -0.276; O -0.257; C -0.268; C -0.077; C -0.098; H 0.116; H 0.125; H 0.066; H 0.082; H 0.087; H 0.079; H 0.055; H 0.082; O -0.282; S 0.634; O -0.298; O -0.263; C -0.272; C -0.080; C -0.121; H 0.117; H 0.123; H 0.066; H 0.081; H 0.086; H 0.079; H 0.021; H 0.078; O -0.287; S 0.623; O -0.292

=====

Entry from the OMol25 dataset: C30H52BCl2MnN11O2 as an isolated structure at a distorted geometry (ωB97M-V/def2-TZVPD).

LUMO energy (spin up / spin down): -0.1508 / -0.1070 hartree
Kohn-Sham gap (spin up / spin down): 7.0 / 8.2 eV
Energy relative to the best compared isomer or geometry (same formula, charge and spin): 0.0 kcal per mole
Electronic energy: -4023.3677 hartree
Strongest force on any atom: 2.50 eV Å⁻¹
⟨S²⟩: 6.057
HOMO level (spin up / spin down): -11.0589 / -11.1583 eV
Molar mass: 735.477 g/mol

Geometry as ORCA input:
```
! wB97M-V def2-TZVPD RIJCOSX def2/J DEFGRID3
* xyz 1 5
Mn 0.101 0.586 0.006
C 2.191 -3.801 -0.167
C 2.398 -2.412 -0.610
C 3.056 -1.789 -1.645
C 2.799 -0.416 -1.529
N 2.014 -0.207 -0.425
N 1.833 -1.440 0.129
B 1.208 -1.362 1.580
N 1.604 -0.047 2.146
N 0.894 1.037 1.838
C 1.268 2.028 2.675
C 2.378 1.595 3.414
C 2.539 0.262 3.077
C 3.520 -0.749 3.609
C 0.709 3.427 2.700
C -0.751 3.363 2.306
C 1.500 4.346 1.759
C 0.756 3.968 4.159
N -0.307 -1.472 1.569
N -0.848 -2.199 0.543
C -2.033 -2.599 0.980
C -2.270 -2.140 2.298
C -1.179 -1.397 2.624
C -0.954 -0.591 3.871
C -2.992 -3.504 0.235
C -4.407 -2.922 0.153
C -2.444 -3.779 -1.187
C -3.088 -4.846 0.995
C 3.483 0.726 -2.280
C 2.537 1.334 -3.401
C 4.795 0.190 -2.933
C 3.781 1.892 -1.282
H 2.734 -4.533 -0.729
H 1.069 -4.044 -0.328
H 2.333 -3.943 0.937
H 3.662 -2.148 -2.439
H 1.725 -2.195 2.284
H 2.943 2.131 4.177
H 4.232 -0.258 4.273
H 4.104 -1.235 2.853
H 3.007 -1.549 4.161
H -1.009 2.683 1.470
H -1.132 4.383 2.085
H -1.401 3.020 3.106
H 1.550 3.973 0.746
H 2.537 4.486 2.099
H 1.030 5.337 1.715
H 0.257 3.255 4.783
H 0.210 4.918 4.202
H 1.728 4.108 4.556
H -3.136 -2.368 2.872
H -1.807 -0.676 4.538
H -0.785 0.477 3.660
H -0.083 -0.986 4.463
H -4.890 -2.876 1.150
H -5.016 -3.572 -0.458
H -4.465 -1.943 -0.248
H -2.271 -2.882 -1.710
H -3.230 -4.350 -1.715
H -1.530 -4.342 -1.165
H -3.504 -4.687 1.984
H -2.098 -5.361 1.111
H -3.736 -5.602 0.467
H 2.106 0.567 -3.980
H 3.116 1.930 -4.117
H 1.738 1.964 -2.994
H 4.545 -0.557 -3.707
H 5.380 -0.327 -2.190
H 5.390 0.962 -3.408
H 2.870 2.097 -0.725
H 4.113 2.779 -1.882
H 4.571 1.659 -0.549
C -2.639 -0.113 -4.327
N -1.476 -0.571 -3.587
C -0.926 -1.918 -3.898
C -0.912 0.245 -2.679
N -0.421 -0.291 -1.631
N -0.825 1.578 -2.978
C -0.710 2.637 -2.064
N -1.323 3.769 -2.556
N 0.042 2.554 -1.030
H -3.097 -0.902 -4.867
H -2.390 0.715 -5.012
H -3.410 0.226 -3.622
H -1.629 -2.756 -3.817
H -0.055 -2.103 -3.242
H -0.423 -1.958 -4.896
H -0.708 -1.278 -1.394
H -1.156 1.817 -3.893
H -2.163 3.577 -3.162
H -1.296 4.599 -1.999
H -0.123 3.382 -0.472
Cl -4.041 3.253 0.846
C -4.115 1.515 0.602
Cl -4.463 0.707 2.140
C -2.870 0.998 -0.161
O -3.067 0.772 -1.341
O -1.760 0.833 0.496
H -4.997 1.338 -0.012
*
```

Just the Löwdin charges please, in e? Sure, here they are: Mn 1.024; C -0.005; C -0.257; C 0.046; C -0.197; N 0.026; N 0.027; B -0.584; N -0.003; N 0.030; C -0.207; C 0.062; C -0.215; C -0.003; C -0.527; C -0.079; C -0.028; C -0.027; N -0.020; N 0.120; C -0.235; C 0.019; C -0.253; C 0.008; C -0.523; C -0.037; C -0.045; C -0.047; C -0.477; C -0.031; C -0.045; C -0.042; H 0.073; H 0.106; H 0.096; H 0.105; H 0.127; H 0.129; H 0.087; H 0.077; H 0.090; H 0.033; H 0.097; H 0.088; H 0.051; H 0.097; H 0.092; H 0.082; H 0.099; H 0.066; H 0.112; H 0.084; H 0.071; H 0.104; H 0.094; H 0.082; H 0.061; H 0.028; H 0.100; H 0.074; H 0.073; H 0.101; H 0.103; H 0.055; H 0.088; H 0.051; H 0.086; H 0.081; H 0.085; H 0.039; H 0.101; H 0.091; C -0.028; N -0.121; C -0.018; C -0.444; N 0.095; N 0.175; C -0.467; N 0.183; N 0.135; H 0.085; H 0.090; H 0.088; H 0.086; H 0.087; H 0.104; H 0.103; H 0.135; H 0.148; H 0.109; H 0.067; Cl 0.635; C -1.012; Cl 0.628; C -0.658; O 0.046; O -0.151; H 0.062

=====

Entry from the OMol25 dataset: C47H39Cl5N5O4PZr as an isolated structure at a distorted geometry (ωB97M-V/def2-TZVPD).

LUMO energy: -0.0122 hartree
Kohn-Sham gap: 7.3 eV
Energy relative to the best compared isomer or geometry (same formula, charge and spin): 0.0 kcal per mole
Electronic energy: -5078.5238 hartree
Strongest force on any atom: 1.12 eV Å⁻¹
HOMO level: -7.6455 eV
Molar mass: 1037.323 g/mol

Geometry as ORCA input:
```
! wB97M-V def2-TZVPD RIJCOSX def2/J DEFGRID3
* xyz 0 1
Zr 0.090 0.405 -0.263
C -3.105 2.702 4.719
C -3.792 2.155 3.496
C -5.185 2.169 3.482
C -5.917 1.730 2.393
C -5.256 1.275 1.263
C -3.871 1.258 1.251
C -3.129 1.671 2.363
P -1.323 1.436 2.173
C -0.453 2.802 3.009
C 0.644 2.554 3.836
C 1.393 3.595 4.363
C 1.053 4.905 4.063
C -0.013 5.156 3.214
C -0.765 4.124 2.661
C -1.876 4.478 1.708
C -1.043 -0.096 3.136
C -0.911 -0.185 4.521
C -0.617 -1.391 5.133
C -0.464 -2.529 4.348
C -0.637 -2.460 2.978
C -0.952 -1.255 2.343
C -1.148 -1.197 0.863
H -3.689 2.465 5.608
H -3.024 3.790 4.658
H -2.100 2.322 4.858
H -5.705 2.537 4.359
H -6.998 1.750 2.427
H -5.808 0.943 0.394
H -3.349 0.946 0.356
H 0.923 1.537 4.071
H 2.236 3.377 5.005
H 1.623 5.727 4.474
H -0.261 6.178 2.953
H -1.648 5.415 1.200
H -2.829 4.600 2.227
H -2.034 3.715 0.942
H -1.004 0.700 5.135
H -0.500 -1.443 6.207
H -0.222 -3.477 4.812
H -0.539 -3.354 2.374
H -2.165 -0.858 0.638
H -1.010 -2.184 0.416
Cl 2.162 -0.374 2.327
C 3.101 0.260 0.988
C 2.394 0.738 -0.097
C 3.157 1.214 -1.155
Cl 2.344 1.831 -2.583
C 4.552 1.206 -1.141
Cl 5.462 1.765 -2.494
C 5.220 0.729 -0.014
Cl 6.939 0.734 0.042
C 4.490 0.248 1.069
Cl 5.291 -0.350 2.471
C 2.865 -4.501 -1.326
C 2.161 -3.284 -0.812
N 2.108 -2.911 0.403
O 2.799 -3.741 1.274
C 1.452 -2.393 -1.773
C 1.391 -2.745 -3.226
N 0.910 -1.345 -1.298
O 0.228 -0.478 -2.095
H 3.108 -5.178 -0.513
H 3.795 -4.221 -1.825
H 2.247 -5.023 -2.055
H 2.669 -3.296 2.122
H 2.389 -2.956 -3.612
H 0.951 -1.927 -3.789
H 0.786 -3.641 -3.380
C 3.915 2.962 -6.257
O 3.993 4.252 -5.671
C 2.843 4.791 -5.194
C 1.593 4.190 -5.312
C 0.472 4.825 -4.797
C 0.585 6.066 -4.193
C 1.830 6.686 -4.125
C 2.958 6.045 -4.591
N -0.548 6.863 -3.781
N -1.524 6.365 -3.206
C -1.468 5.025 -2.665
C -2.507 4.190 -2.980
C -2.582 2.873 -2.488
C -1.628 2.409 -1.611
O -1.640 1.207 -1.062
C -0.579 3.298 -1.223
N 0.297 2.809 -0.288
C 1.236 3.600 0.173
C 1.360 4.943 -0.227
C 0.503 5.440 -1.163
C -0.496 4.605 -1.721
H 4.941 2.650 -6.433
H 3.377 2.999 -7.208
H 3.428 2.251 -5.587
H 1.477 3.238 -5.803
H -0.493 4.353 -4.905
H 1.893 7.678 -3.698
H 3.934 6.504 -4.530
H -3.272 4.562 -3.649
H -3.406 2.227 -2.756
H 1.914 3.176 0.906
H 2.125 5.561 0.221
H 0.560 6.479 -1.458
*
```

Löwdin population analysis, charges in e, atoms 1 to 99: Zr 1.616; C -0.036; C -0.255; C -0.050; C -0.077; C -0.072; C -0.091; C -0.291; P 1.114; C -0.336; C -0.108; C -0.076; C -0.078; C -0.053; C -0.289; C -0.034; C -0.344; C -0.104; C -0.089; C -0.086; C -0.070; C -0.363; C -0.248; H 0.086; H 0.090; H 0.041; H 0.112; H 0.103; H 0.104; H 0.072; H 0.067; H 0.105; H 0.103; H 0.114; H 0.085; H 0.090; H 0.058; H 0.088; H 0.100; H 0.102; H 0.109; H 0.038; H 0.050; Cl 0.760; C -0.671; C -0.320; C -0.669; Cl 0.722; C -0.699; Cl 0.679; C -0.705; Cl 0.684; C -0.704; Cl 0.684; C -0.014; C -0.272; N 0.042; O -0.042; C -0.255; C -0.007; N -0.150; O -0.309; H 0.075; H 0.096; H 0.080; H 0.074; H 0.088; H 0.076; H 0.093; C -0.079; O -0.080; C -0.284; C -0.021; C -0.016; C -0.286; C -0.031; C 0.008; N 0.070; N 0.076; C -0.249; C -0.024; C 0.018; C -0.345; O -0.281; C -0.182; N -0.003; C -0.132; C -0.016; C 0.017; C -0.104; H 0.094; H 0.098; H 0.073; H 0.105; H 0.117; H 0.115; H 0.120; H 0.118; H 0.119